C27H50N6O3PRuSSe3 as an isolated structure in a non-equilibrium geometry, computed with wB97M-V/def2-TZVPD.

HOMO level (spin up / spin down), hartree: -0.2570 / -0.2571
Expectation value of S²: 0.77
Relative energy (zero: lowest compared OMol25 entry of this formula, charge and spin), kcal/mol: 59.1
Multiplicity: 2
LUMO energy (spin up / spin down), eV: -0.89 / -0.59

CARTESIAN COORDINATES (ANGSTROEM)
Ru 0.31 1.43 -1.43
O -0.82 3.56 -2.46
C -0.82 3.83 -3.85
C -1.22 2.56 -4.61
C -1.78 3.05 -5.96
O -2.27 2.01 -6.79
C -2.35 1.83 -3.88
Se -1.95 0.77 -2.27
C -0.03 1.64 -4.91
Se 1.47 1.57 -3.63
H -0.36 4.27 -1.98
H 0.17 4.16 -4.19
H -1.54 4.63 -4.06
H -1.00 3.62 -6.48
H -2.63 3.72 -5.80
H -1.55 1.42 -7.02
H -2.80 1.12 -4.57
H -3.12 2.55 -3.58
H 0.45 1.96 -5.84
H -0.38 0.61 -5.03
S 0.43 4.96 1.77
C 0.66 3.87 0.62
N 0.87 3.10 -0.24
C 2.82 -3.64 -1.94
N 2.29 -2.29 -1.85
C 1.12 -2.05 -2.67
P 3.06 -1.05 -1.06
O 2.13 0.03 -0.62
N 3.78 -1.86 0.21
C 4.95 -1.26 0.84
C 2.82 -2.41 1.18
N 4.31 -0.42 -1.94
C 4.58 1.01 -1.96
C 5.00 -1.18 -2.96
H 2.06 -4.36 -1.63
H 3.68 -3.74 -1.28
H 3.12 -3.89 -2.96
H 0.28 -2.68 -2.34
H 1.32 -2.26 -3.73
H 0.81 -1.02 -2.59
H 5.66 -0.96 0.07
H 5.43 -2.02 1.47
H 4.70 -0.40 1.46
H 1.88 -2.63 0.68
H 2.61 -1.70 1.98
H 3.22 -3.33 1.61
H 3.97 1.51 -1.20
H 4.34 1.45 -2.93
H 5.64 1.19 -1.75
H 4.80 -2.24 -2.84
H 6.08 -1.03 -2.88
H 4.69 -0.88 -3.97
C 1.62 1.41 3.76
C 0.29 1.35 4.52
C -0.70 2.43 4.08
C -1.38 2.19 2.73
N -2.09 0.91 2.62
C -1.86 -0.02 1.66
Se -0.33 -0.21 0.65
N -2.85 -0.94 1.73
C -3.07 -1.98 0.73
C -2.25 -3.26 0.92
C -2.36 -3.92 2.30
C -1.45 -3.30 3.35
C -3.70 -0.63 2.77
C -4.80 -1.29 3.29
C -5.41 -0.73 4.40
C -4.95 0.46 4.96
C -3.86 1.13 4.42
C -3.23 0.56 3.33
H 2.31 0.67 4.16
H 2.08 2.40 3.88
H 1.49 1.23 2.70
H 0.50 1.49 5.58
H -0.16 0.36 4.40
H -0.17 3.38 3.99
H -1.46 2.56 4.85
H -0.65 2.21 1.93
H -2.11 2.98 2.55
H -2.85 -1.56 -0.25
H -4.14 -2.22 0.76
H -1.21 -3.03 0.71
H -2.61 -3.95 0.15
H -2.09 -4.97 2.19
H -3.40 -3.90 2.65
H -0.43 -3.20 2.97
H -1.42 -3.92 4.25
H -1.79 -2.30 3.65
H -5.16 -2.22 2.87
H -6.26 -1.23 4.86
H -5.45 0.87 5.83
H -3.51 2.06 4.86

These are the Löwdin partial charges, in e, on atoms 1 to 2: atom 1 (Ru): 0.593, atom 2 (O): -0.196


C5H14N4 in the gas phase in a non-equilibrium geometry, computed with wB97M-V/def2-TZVPD.

HOMO level, hartree: -0.2824
Relative energy (zero: lowest compared OMol25 entry of this formula, charge and spin), kcal/mol: 18.0
LUMO energy, eV: 0.88

CARTESIAN COORDINATES (ANGSTROEM)
C 1.46 -1.02 1.34
C 0.18 -1.44 0.67
N 0.10 -2.77 0.34
N -0.93 -0.76 0.58
C -0.87 0.65 0.66
N -2.20 1.14 0.81
N -0.28 1.22 -0.65
C -0.64 0.58 -1.90
C 1.07 1.74 -0.64
H 2.27 -1.01 0.60
H 1.41 -0.05 1.82
H 1.72 -1.75 2.12
H 0.95 -3.24 0.08
H -0.69 -2.98 -0.26
H -0.28 1.04 1.49
H -2.72 0.87 -0.01
H -2.57 0.86 1.70
H -0.24 1.08 -2.79
H -0.31 -0.46 -1.96
H -1.73 0.58 -2.05
H 1.83 0.96 -0.79
H 1.29 2.29 0.29
H 1.20 2.48 -1.45

These are the natural (NBO) partial charges, in e, on atoms 1 to 2: atom 1 (C): -0.704, atom 2 (C): 0.472


A 9-piece molecular cluster, C53H45FN4O34S overall in a non-equilibrium geometry, computed with wB97M-V/def2-TZVPD.

HOMO level, hartree: -0.3396
LUMO energy, eV: -1.72

CARTESIAN COORDINATES (ANGSTROEM)
C 2.02 -0.75 4.21
C 0.97 -1.15 3.49
C -0.09 -0.25 2.94
N -1.04 0.27 3.96
C -1.53 -0.75 4.91
C -3.06 -0.58 5.09
N -3.63 -0.40 3.79
N -3.45 0.49 5.95
N -3.57 -1.82 5.72
S -0.57 1.67 4.68
O -1.27 2.74 4.05
O -0.61 1.58 6.09
F 0.92 1.84 4.31
H 2.44 0.23 4.15
H 2.51 -1.45 4.85
H 0.87 -2.19 3.27
H -0.68 -0.77 2.21
H 0.36 0.58 2.42
H -1.03 -0.72 5.87
H -1.37 -1.72 4.50
H -4.61 -0.63 3.78
H -3.17 -1.01 3.14
H -2.91 0.51 6.80
H -3.39 1.37 5.48
H -3.17 -1.94 6.64
H -3.28 -2.62 5.17
O 1.73 4.98 -1.31
C 0.72 5.15 -0.65
C -0.04 6.39 -0.63
C -1.13 6.48 0.15
O -1.89 7.56 0.22
C -1.59 5.33 1.01
O -2.58 5.51 1.69
C -0.84 4.09 0.97
C 0.25 4.00 0.20
O 0.99 2.91 0.10
H 0.30 7.20 -1.25
H -2.60 7.34 0.86
H -1.19 3.27 1.59
H 1.71 3.12 -0.52
O -4.70 0.24 1.35
C -4.69 0.27 0.13
C -5.74 -0.26 -0.73
C -5.61 -0.18 -2.06
O -6.52 -0.64 -2.89
C -4.38 0.43 -2.70
O -4.30 0.45 -3.91
C -3.34 0.96 -1.84
C -3.48 0.89 -0.51
O -2.59 1.35 0.35
H -6.61 -0.69 -0.25
H -6.22 -0.49 -3.81
H -2.47 1.40 -2.32
H -2.96 1.17 1.25
O 6.71 -1.38 10.69
C 5.88 -1.56 9.83
C 5.28 -2.85 9.53
C 4.38 -2.95 8.55
O 3.78 -4.08 8.21
C 3.97 -1.75 7.73
O 3.15 -1.94 6.84
C 4.54 -0.46 8.03
C 5.45 -0.37 9.02
O 6.02 0.77 9.37
H 5.59 -3.70 10.13
H 3.19 -3.86 7.47
H 4.23 0.39 7.45
H 6.63 0.55 10.11
O 3.30 -0.85 -5.92
C 2.47 -0.35 -5.18
C 2.69 -0.07 -3.78
C 1.70 0.47 -3.05
O 1.81 0.76 -1.76
C 0.35 0.78 -3.65
O -0.52 1.24 -2.93
C 0.14 0.51 -5.06
C 1.13 -0.02 -5.79
O 1.03 -0.29 -7.08
H 3.66 -0.31 -3.38
H 0.94 1.12 -1.48
H -0.83 0.75 -5.48
H 1.89 -0.67 -7.34
O -6.33 -1.43 -5.59
C -6.27 -1.38 -6.81
C -7.30 -1.90 -7.67
C -7.15 -1.83 -9.00
O -8.05 -2.29 -9.85
C -5.93 -1.22 -9.64
O -5.88 -1.22 -10.86
C -4.91 -0.68 -8.78
C -5.05 -0.75 -7.45
O -4.14 -0.27 -6.62
H -8.17 -2.34 -7.21
H -7.69 -2.10 -10.75
H -4.04 -0.23 -9.25
H -4.45 -0.43 -5.70
O 4.86 7.34 7.53
C 4.42 6.34 6.99
C 3.06 5.86 7.14
C 2.68 4.73 6.51
O 1.46 4.23 6.61
C 3.64 3.93 5.65
O 3.23 2.92 5.13
C 4.99 4.43 5.49
C 5.36 5.55 6.12
O 6.57 6.08 6.02
H 2.39 6.43 7.76
H 1.44 3.41 6.08
H 5.66 3.86 4.86
H 6.56 6.88 6.57
O -5.41 -3.98 -8.86
C -4.99 -5.07 -8.50
C -5.31 -5.68 -7.23
C -4.79 -6.88 -6.93
O -5.02 -7.51 -5.80
C -3.86 -7.61 -7.87
O -3.42 -8.68 -7.50
C -3.56 -7.01 -9.16
C -4.09 -5.81 -9.46
O -3.87 -5.19 -10.60
H -5.97 -5.15 -6.56
H -4.52 -8.35 -5.84
H -2.92 -7.55 -9.83
H -4.36 -4.35 -10.56
O 5.72 -0.19 -3.28
C 6.51 -0.57 -2.43
C 6.66 0.01 -1.12
C 7.58 -0.49 -0.28
O 7.78 -0.02 0.94
C 8.46 -1.66 -0.65
O 9.26 -2.03 0.18
C 8.29 -2.26 -1.96
C 7.37 -1.76 -2.80
O 7.15 -2.24 -4.01
H 6.03 0.85 -0.87
H 8.49 -0.57 1.33
H 8.91 -3.10 -2.21
H 6.44 -1.69 -4.40

These are the Löwdin partial charges, in e, on atoms 1 to 2: atom 1 (C): 0.050, atom 2 (C): -0.144


| no. | DFT total energy (eV) |
| --- | --- |
| 1 | -262640.7891 |
| 2 | -11371.6327 |
| 3 | -144814.0974 |